Molecular formula: C36H99KN3O28P
Method: DFT, the ωB97M-V functional and the def2-TZVPD basis

Geometry as XYZ:
```
168
Properties=species:S:1:pos:R:3
K -9.02 15.17 0.64
P -7.50 14.79 3.57
O -6.93 15.53 2.30
O -6.61 13.57 3.89
O -8.92 14.33 3.15
O -7.70 15.71 4.82
C -10.10 21.48 2.05
C -9.69 20.67 0.82
O -10.77 20.69 -0.09
O -10.23 22.83 1.65
H -9.39 21.36 2.87
H -11.00 21.08 2.52
H -9.47 19.63 1.06
H -8.70 20.99 0.49
H -10.72 21.46 -0.65
H -10.89 22.90 0.97
C -4.24 15.12 -0.92
C -5.12 16.25 -0.42
O -6.40 15.78 -0.11
O -3.98 14.10 0.03
H -3.29 15.34 -1.40
H -4.91 14.65 -1.64
H -5.20 16.96 -1.23
H -4.60 16.78 0.38
H -6.49 15.68 0.84
H -4.78 13.78 0.45
C -6.61 19.28 2.18
C -5.78 20.55 2.36
O -6.49 21.71 2.11
O -5.91 18.08 2.39
H -7.07 19.20 1.19
H -7.38 19.30 2.95
H -4.87 20.35 1.79
H -5.54 20.42 3.41
H -6.02 22.46 2.48
H -6.55 17.36 2.37
C -13.48 18.12 1.77
C -12.12 17.88 0.99
O -11.80 16.52 0.83
O -14.61 17.53 1.11
H -13.58 19.19 1.95
H -13.40 17.61 2.73
H -11.20 18.34 1.36
H -12.18 18.23 -0.04
H -11.64 16.09 1.68
H -14.27 16.72 0.71
C -11.42 12.27 2.48
C -12.10 13.50 3.02
O -11.35 14.70 2.59
O -10.23 11.98 3.09
H -11.28 12.28 1.39
H -12.17 11.49 2.61
H -12.09 13.50 4.11
H -13.14 13.41 2.69
H -10.50 14.71 3.03
H -9.63 12.73 3.14
C -8.97 7.37 2.02
C -9.56 8.69 2.69
O -9.28 9.81 1.87
O -9.39 7.38 0.67
H -9.45 6.54 2.55
H -7.90 7.22 2.11
H -9.20 8.72 3.72
H -10.64 8.64 2.74
H -9.45 10.60 2.39
H -9.41 8.32 0.44
C -10.77 17.39 4.70
C -9.71 18.18 3.88
O -9.26 17.38 2.89
O -10.18 16.42 5.55
H -11.49 17.03 3.96
H -11.33 18.10 5.30
H -8.83 18.55 4.42
H -10.09 19.07 3.37
H -8.79 16.65 3.30
H -9.29 16.25 5.24
C -6.38 11.62 1.16
C -6.27 10.68 2.38
O -7.12 11.14 3.40
O -5.91 12.90 1.40
H -7.41 11.69 0.80
H -5.67 11.26 0.42
H -5.24 10.66 2.76
H -6.47 9.65 2.08
H -6.88 12.06 3.54
H -6.34 13.23 2.19
C -9.15 12.31 -1.93
C -9.82 13.49 -2.69
O -9.60 14.74 -2.15
O -9.84 12.09 -0.64
H -8.13 12.67 -1.81
H -9.17 11.35 -2.45
H -10.91 13.40 -2.74
H -9.51 13.53 -3.73
H -9.97 15.37 -2.77
H -9.63 11.22 -0.28
C -9.69 18.40 -2.61
O -9.91 17.25 -3.46
C -10.52 17.54 -4.70
C -10.66 16.27 -5.58
N -11.62 15.28 -5.02
C -11.89 14.19 -5.97
C -13.13 13.38 -5.49
O -14.26 14.23 -5.21
C -15.48 13.54 -5.12
H -9.06 18.09 -1.77
H -10.62 18.89 -2.29
H -9.12 19.12 -3.20
H -9.89 18.26 -5.21
H -11.49 18.01 -4.52
H -9.72 15.74 -5.74
H -10.93 16.67 -6.56
H -12.50 15.58 -4.62
H -11.10 13.50 -6.28
H -12.30 14.63 -6.88
H -13.00 12.80 -4.58
H -13.41 12.65 -6.24
H -16.38 14.07 -4.81
H -15.49 12.70 -4.42
H -15.60 13.08 -6.10
C -6.74 15.94 -3.76
O -5.72 16.18 -4.72
C -6.02 17.27 -5.59
C -5.32 17.04 -6.95
N -6.21 16.15 -7.80
C -6.62 14.88 -7.09
C -6.96 13.86 -8.27
O -8.36 13.75 -8.23
C -8.77 12.89 -9.27
H -6.98 16.87 -3.25
H -6.39 15.18 -3.07
H -7.73 15.73 -4.16
H -5.73 18.12 -4.97
H -7.11 17.36 -5.69
H -4.30 16.68 -6.83
H -5.09 17.98 -7.46
H -5.55 15.94 -8.54
H -7.42 14.93 -6.36
H -5.71 14.42 -6.71
H -6.68 12.85 -7.96
H -6.54 14.01 -9.26
H -8.45 11.86 -9.10
H -8.54 13.11 -10.31
H -9.85 12.89 -9.18
C -20.80 15.77 1.27
O -19.63 14.93 1.41
C -18.75 15.48 2.38
C -17.79 14.32 2.79
N -16.90 13.86 1.73
C -15.90 14.68 1.17
C -14.95 14.09 0.11
O -14.43 15.17 -0.66
C -13.25 14.81 -1.29
H -21.44 15.35 0.49
H -20.46 16.77 1.00
H -21.39 15.79 2.19
H -19.40 15.76 3.21
H -18.30 16.37 1.94
H -18.53 13.57 3.05
H -17.21 14.70 3.64
H -17.54 13.61 0.98
H -15.27 14.90 2.03
H -16.37 15.60 0.82
H -15.51 13.37 -0.49
H -14.19 13.41 0.49
H -12.79 15.49 -2.01
H -13.42 13.81 -1.69
H -12.50 14.50 -0.57
```

As for the molar mass: 1092.25 g mol⁻¹. The LUMO energy comes out at 3.07 eV. The HOMO energy comes out at -2.1 eV. Its frontier orbital gap is 5.2 eV. The value obtained for the total energy is -126348.490 eV. Its net charge is -2.

***

Molecular formula: C36H36N3
Method: DFT, the ωB97M-V functional and the def2-TZVPD basis

Geometry as XYZ:
```
75
Properties=species:S:1:pos:R:3
C 2.06 -6.21 -2.48
C 1.08 -6.26 -1.48
C 0.63 -5.07 -0.88
C 1.14 -3.84 -1.30
C 0.53 -2.57 -0.73
C -0.71 -2.18 -1.57
C -1.85 -1.77 -0.84
C -2.93 -1.16 -1.48
C -3.05 -1.32 -2.87
C -2.04 -1.98 -3.59
C -0.84 -2.35 -2.96
C 1.63 -1.48 -0.59
C 2.76 -1.84 0.36
C 3.33 -0.52 0.93
C 2.16 0.40 1.06
N 1.20 -0.10 0.05
C 2.12 -3.79 -2.29
C 2.59 -4.98 -2.88
H 2.42 -7.14 -2.95
H 0.65 -7.21 -1.16
H -0.13 -5.10 -0.09
H 0.20 -2.79 0.30
H -1.88 -1.92 0.25
H -3.67 -0.62 -0.88
H -3.93 -0.94 -3.37
H -2.18 -2.19 -4.66
H -0.03 -2.81 -3.55
H 2.01 -1.24 -1.60
H 2.36 -2.46 1.18
H 3.54 -2.44 -0.14
H 3.81 -0.66 1.91
H 4.06 -0.05 0.25
H 1.61 0.29 2.02
H 2.29 1.46 0.89
H 1.33 0.43 -0.84
H 2.52 -2.84 -2.64
H 3.35 -4.92 -3.66
C -3.60 -0.42 3.85
N -2.30 0.04 3.42
C -1.66 -0.51 2.34
C -0.57 0.27 1.92
C -0.06 0.26 0.40
C -0.22 1.60 -0.26
C -1.19 2.51 0.13
N -0.88 3.72 -0.40
C -1.59 4.91 -0.03
C 0.20 3.61 -1.23
C 0.66 2.29 -1.25
C 1.79 2.02 -2.08
C 2.37 3.07 -2.80
C 1.93 4.41 -2.69
C 0.83 4.68 -1.87
C -0.56 1.41 2.89
C -1.65 1.20 3.80
C -2.20 2.23 4.58
C -1.53 3.47 4.55
C -0.40 3.65 3.76
C 0.09 2.65 2.90
H -3.79 -0.05 4.86
H -4.41 -0.05 3.18
H -3.65 -1.53 3.81
H -2.06 -1.43 1.94
H -0.69 -0.51 -0.05
H -2.03 2.40 0.81
H -1.11 5.78 -0.47
H -2.63 4.87 -0.39
H -1.63 5.04 1.07
H 2.27 1.05 -2.23
H 3.20 2.85 -3.49
H 2.44 5.21 -3.23
H 0.44 5.69 -1.75
H -3.13 2.04 5.11
H -1.92 4.28 5.15
H 0.13 4.62 3.78
H 0.96 2.82 2.25
```

As for the molar mass: 510.70 g mol⁻¹. The LUMO energy comes out at -1.79 eV. The HOMO energy comes out at -10.5 eV. Its frontier orbital gap is 8.7 eV. As for the SMILES: Cn1cc(C(c2cn(C)c3ccccc23)[N@H+]2CCC[C@H]2C(c2ccccc2)c2ccccc2)c2ccccc21. The value obtained for the total energy is -42379.092 eV. Its net charge is +1.

***

Molecular formula: C39H44BF4N10PSn
Method: DFT, the ωB97M-V functional and the def2-TZVPD basis

Geometry as XYZ:
```
100
Properties=species:S:1:pos:R:3
Sn 0.82 0.55 0.03
C 2.54 1.24 -3.52
C 1.96 2.37 -2.73
C 1.99 3.73 -3.07
C 1.47 4.38 -1.98
N 1.12 3.46 -1.06
N 1.42 2.22 -1.52
B 0.84 3.69 0.45
N -0.40 2.80 0.81
C -1.70 3.12 0.57
C -2.48 2.56 1.55
C -1.58 1.87 2.39
C -1.89 1.13 3.65
N -0.34 2.01 1.96
N 2.02 3.14 1.29
C 2.67 3.62 2.36
C 3.53 2.64 2.83
C 3.31 1.54 2.00
C 3.92 0.18 2.06
N 2.40 1.86 1.08
N 0.65 5.18 0.64
C 1.54 6.16 0.91
C 0.93 7.37 0.68
C -0.37 7.03 0.23
C -1.48 7.94 -0.17
N -0.52 5.72 0.20
H 3.56 1.48 -3.80
H 1.99 1.06 -4.44
H 2.56 0.32 -2.93
H 2.36 4.16 -3.98
H 1.31 5.43 -1.79
H -1.96 3.77 -0.25
H -3.55 2.64 1.66
H -2.50 1.76 4.29
H -0.97 0.88 4.18
H -2.45 0.22 3.45
H 2.48 4.60 2.74
H 4.20 2.72 3.66
H 4.72 0.16 2.79
H 4.33 -0.12 1.10
H 3.18 -0.57 2.37
H 2.56 5.96 1.20
H 1.35 8.35 0.81
H -1.19 8.98 -0.04
H -2.37 7.76 0.43
H -1.74 7.79 -1.22
C -1.43 -3.66 -2.66
N -1.75 -2.34 -2.16
C -3.19 -2.14 -2.18
C -1.10 -1.28 -2.92
C 0.38 -1.50 -3.18
N 1.17 -1.55 -1.97
C 2.32 -2.23 -1.96
C 2.94 -2.44 -0.69
F 2.33 -1.98 0.40
C 4.12 -3.13 -0.55
F 4.61 -3.31 0.68
C 4.78 -3.63 -1.65
C 4.24 -3.42 -2.90
F 4.88 -3.86 -3.98
C 3.05 -2.74 -3.07
F 2.63 -2.51 -4.31
H -2.05 -4.40 -2.15
H -1.61 -3.76 -3.75
H -0.39 -3.92 -2.46
H -3.68 -2.83 -1.50
H -3.43 -1.12 -1.86
H -3.61 -2.28 -3.19
H -1.57 -1.17 -3.92
H -1.27 -0.32 -2.40
H 0.51 -2.38 -3.80
H 0.73 -0.65 -3.78
H 5.72 -4.17 -1.54
C -0.16 -2.22 2.92
P -1.00 -2.14 1.29
C -1.09 -3.92 0.85
C -2.28 -4.60 0.63
C -2.28 -5.93 0.22
C -1.08 -6.60 0.02
C 0.12 -5.93 0.24
C 0.11 -4.60 0.65
C -2.71 -1.76 1.76
C -3.38 -2.38 2.82
C -4.67 -2.02 3.14
C -5.33 -1.04 2.41
C -4.69 -0.42 1.35
C -3.38 -0.78 1.03
H -0.74 -2.72 3.70
H 0.07 -1.21 3.26
H 0.78 -2.76 2.80
H -3.23 -4.10 0.78
H -3.22 -6.44 0.06
H -1.07 -7.63 -0.29
H 1.06 -6.44 0.10
H 1.06 -4.10 0.81
H -2.87 -3.15 3.40
H -5.18 -2.51 3.97
H -6.35 -0.77 2.66
H -5.20 0.34 0.78
H -2.87 -0.28 0.22
```

As for the molar mass: 889.34 g mol⁻¹. The LUMO energy (alpha / beta) comes out at -2.83 / -4.71 eV. The HOMO energy (alpha / beta) comes out at -10.3 / -10.3 eV. Its frontier orbital gap (alpha / beta) is 7.5 / 5.6 eV. The multiplicity is 2. The value obtained for the total energy is -82720.607 eV. Its net charge is +1. As for the expectation value of S²: 0.795.

***

Molecular formula: C3H4Cl2N4
Method: DFT, the ωB97M-V functional and the def2-TZVPD basis

Geometry as XYZ:
```
13
Properties=species:S:1:pos:R:3
C -1.69 1.86 0.70
C -1.15 0.68 -0.05
C 0.32 0.81 -0.17
N -1.25 2.42 1.79
N 0.68 1.33 2.12
N -0.35 1.76 2.51
N 1.27 -0.14 -0.32
Cl -3.12 2.47 -0.01
Cl 0.78 2.25 -1.06
H -1.36 -0.41 0.48
H -1.50 0.58 -1.01
H 2.04 0.09 -0.96
H 0.99 -1.02 -0.05
```

As for the molar mass: 167.00 g mol⁻¹. The LUMO energy (alpha / beta) comes out at -0.09 / 0.10 eV. The HOMO energy (alpha / beta) comes out at -7.0 / -8.0 eV. Its frontier orbital gap (alpha / beta) is 6.9 / 8.1 eV. The value obtained for the total energy is -34176.292 eV. Its net charge is 0.

***

Molecular formula: C24H67N5O7
Method: DFT, the ωB97M-V functional and the def2-TZVPD basis

Geometry as XYZ:
```
103
Properties=species:S:1:pos:R:3
C -4.16 4.86 -13.91
C -3.41 6.07 -14.41
O -2.76 5.73 -15.63
H -5.06 4.62 -14.47
H -4.31 4.92 -12.83
H -3.52 4.00 -14.09
H -2.74 6.35 -13.60
H -4.16 6.84 -14.55
H -3.30 6.01 -16.37
C 1.63 -0.16 -13.69
C 0.48 0.26 -14.68
O -0.47 1.05 -14.03
H 1.17 -0.39 -12.73
H 2.34 0.66 -13.55
H 2.22 -1.01 -14.04
H 0.09 -0.66 -15.12
H 0.74 0.76 -15.61
H -0.98 1.59 -14.65
C -3.28 1.08 -15.91
C -2.13 1.79 -16.67
C -2.64 2.29 -18.06
O -1.53 2.75 -18.82
C -1.89 3.01 -20.14
N -1.76 2.94 -15.93
H -2.85 0.74 -14.97
H -3.58 0.21 -16.49
H -4.06 1.83 -15.76
H -1.30 1.09 -16.73
H -3.38 3.08 -17.94
H -3.02 1.37 -18.50
H -2.84 3.55 -20.13
H -2.05 2.18 -20.83
H -1.27 3.77 -20.62
H -0.98 3.49 -16.26
H -2.48 3.61 -15.73
C -4.95 1.93 -21.09
C -4.44 0.54 -21.26
C -4.86 -0.44 -20.17
O -4.29 -1.74 -20.45
C -4.54 -2.66 -19.43
N -4.87 0.10 -22.48
H -6.03 2.03 -21.10
H -4.56 2.65 -21.81
H -4.56 2.24 -20.12
H -3.37 0.59 -21.50
H -5.94 -0.58 -20.21
H -4.58 -0.11 -19.17
H -3.99 -3.57 -19.63
H -5.56 -3.04 -19.37
H -4.18 -2.29 -18.47
H -4.71 -0.89 -22.45
H -5.86 0.31 -22.40
C -5.27 -4.34 -15.40
C -6.77 -4.09 -15.43
C -7.40 -2.93 -14.63
O -7.00 -1.68 -15.27
C -6.09 -0.94 -14.44
N -7.20 -4.00 -16.80
H -4.93 -4.98 -16.21
H -4.94 -4.67 -14.42
H -4.81 -3.37 -15.57
H -7.30 -5.02 -15.23
H -6.98 -3.04 -13.63
H -8.48 -3.03 -14.64
H -5.06 -1.29 -14.42
H -6.54 -0.94 -13.45
H -6.23 0.08 -14.80
H -6.78 -4.72 -17.37
H -7.04 -3.08 -17.19
C 3.51 0.20 -19.55
C 2.49 1.25 -19.77
C 1.68 1.17 -21.08
O 0.84 0.02 -21.33
C 0.06 0.06 -22.53
N 1.58 1.28 -18.73
H 4.30 0.16 -20.31
H 3.02 -0.77 -19.59
H 3.95 0.32 -18.56
H 2.88 2.27 -19.70
H 2.45 1.23 -21.86
H 1.21 2.14 -21.26
H 0.76 0.36 -23.31
H -0.78 0.74 -22.45
H -0.31 -0.95 -22.70
H 0.78 1.89 -18.81
H 1.30 0.31 -18.70
C 2.83 3.32 -15.78
C 3.78 4.41 -16.36
C 3.15 5.83 -16.31
O 4.14 6.72 -16.96
C 3.62 8.00 -17.25
N 5.00 4.32 -15.57
H 3.30 2.34 -15.84
H 1.96 3.18 -16.42
H 2.54 3.51 -14.75
H 3.98 4.05 -17.37
H 3.05 6.16 -15.28
H 2.30 5.97 -16.99
H 4.42 8.61 -17.69
H 3.23 8.47 -16.35
H 2.82 8.08 -17.98
H 4.87 4.88 -14.73
H 5.69 4.89 -16.04
```

As for the molar mass: 537.83 g mol⁻¹. The LUMO energy (alpha / beta) comes out at 2.35 / 2.28 eV. The HOMO energy (alpha / beta) comes out at 0.6 / -6.4 eV. Its frontier orbital gap (alpha / beta) is 1.8 / 8.6 eV. The multiplicity is 2. The value obtained for the total energy is -47750.848 eV. Its net charge is -1. As for the expectation value of S²: 0.750.

***

Molecular formula: CN2O2S2
Method: DFT, the ωB97M-V functional and the def2-TZVPD basis

Geometry as XYZ:
```
7
Properties=species:S:1:pos:R:3
C -0.65 -1.04 1.15
N -0.85 -2.16 1.01
N 0.16 0.39 -1.83
O 0.75 1.42 -1.81
O -0.74 -0.13 -1.18
S -0.30 0.62 1.36
S 1.62 0.90 1.29
```

As for the molar mass: 136.16 g mol⁻¹. The LUMO energy (alpha / beta) comes out at -2.62 / -1.94 eV. The HOMO energy (alpha / beta) comes out at -10.3 / -9.6 eV. Its frontier orbital gap (alpha / beta) is 7.7 / 7.6 eV. The value obtained for the total energy is -29777.288 eV. Its net charge is 0.

***

Molecular formula: C2H5N3S2
Method: DFT, the ωB97M-V functional and the def2-TZVPD basis

Geometry as XYZ:
```
12
Properties=species:S:1:pos:R:3
C 0.09 -0.04 0.29
C -1.14 0.52 -0.05
N 1.22 0.58 0.07
N -2.27 -0.08 0.07
N 2.35 -0.21 0.20
S -2.67 -1.67 -0.01
S -3.59 1.26 -0.06
H 0.27 -1.12 0.61
H -0.98 1.60 -0.37
H 2.22 -1.19 0.21
H 3.05 0.14 -0.41
H -4.63 0.47 0.26
```

As for the molar mass: 135.22 g mol⁻¹. The LUMO energy (alpha / beta) comes out at -0.76 / -0.75 eV. The HOMO energy (alpha / beta) comes out at -7.8 / -7.8 eV. Its frontier orbital gap (alpha / beta) is 7.0 / 7.0 eV. The value obtained for the total energy is -28292.202 eV. Its net charge is 0.

***

What did the seventh record say?
Molecular formula: C2H5N3S2
Method: DFT, the ωB97M-V functional and the def2-TZVPD basis

Geometry as XYZ:
```
12
Properties=species:S:1:pos:R:3
C 0.09 -0.04 0.29
C -1.14 0.52 -0.05
N 1.22 0.58 0.07
N -2.27 -0.08 0.07
N 2.35 -0.21 0.20
S -2.67 -1.67 -0.01
S -3.59 1.26 -0.06
H 0.27 -1.12 0.61
H -0.98 1.60 -0.37
H 2.22 -1.19 0.21
H 3.05 0.14 -0.41
H -4.63 0.47 0.26
```

As for the molar mass: 135.22 g mol⁻¹. The LUMO energy (alpha / beta) comes out at -0.76 / -0.75 eV. The HOMO energy (alpha / beta) comes out at -7.8 / -7.8 eV. Its frontier orbital gap (alpha / beta) is 7.0 / 7.0 eV. The value obtained for the total energy is -28292.202 eV. Its net charge is 0.